# 1
A cluster of 2 separate species, C10H16BrP in total at a distorted geometry. Source: OMol25; level of theory: ωB97M-V with the def2-TZVPD basis set.

```
! wB97M-V def2-TZVPD RIJCOSX def2/J DEFGRID3
* xyz 0 1
C -1.82189 0.69690 -0.60138
C -0.77037 1.03088 1.56381
C -1.22720 -1.28364 0.89814
C 0.49885 1.53302 -0.62622
C -0.01081 -0.77870 -1.35388
C 1.12999 -0.56836 0.78827
C -0.88910 1.57860 0.15275
C -1.37951 -0.77595 -0.58863
C -0.22492 -0.38985 1.61437
C 0.84691 0.12164 -0.50409
P 3.52971 -0.06742 -1.68632
Br 4.31689 -1.54587 -0.21206
H -2.77060 0.60089 -0.18688
H -1.76433 1.12024 -1.67325
H -0.25277 1.69787 2.30858
H -1.67156 1.00723 2.11741
H -2.28140 -1.31163 1.40782
H -0.78486 -2.31092 1.04073
H 0.43124 1.91470 -1.70551
H 1.32742 2.05601 -0.16633
H 0.28666 -1.77330 -1.30711
H -0.05429 -0.39720 -2.30169
H 1.92346 0.00433 1.32409
H 1.41487 -1.62576 0.73910
H -1.30392 2.61565 0.39028
H -1.97690 -1.43229 -1.26838
H -0.20518 -0.79194 2.54723
H 3.68361 -0.92511 -2.71086
*
```

Calculated values
Energy above the lowest of the compared OMol25 structures with the same formula, charge and spin = 53.3 kcal/mol
HOMO-LUMO gap (alpha / beta) = 0.233 / 0.281 hartree



# 2
A structure of composition C10H16Cl2N4V. Source: OMol25; level of theory: ωB97M-V with the def2-TZVPD basis set.

```
! wB97M-V def2-TZVPD RIJCOSX def2/J DEFGRID3
* xyz 0 4
V 0.62020 -0.03281 -0.58454
N 0.41977 -1.28376 -2.42238
C -0.60676 -0.67502 -3.27813
C -0.44185 0.84117 -3.33830
N -0.44678 1.48531 -2.01957
C -1.73329 1.93841 -1.48970
C -2.49326 0.76550 -0.89017
N -1.60188 0.03527 0.01994
H 1.31214 -1.35520 -2.89951
H 0.16801 -2.22015 -2.12650
H -1.57466 -0.93641 -2.85627
H -0.58615 -1.05534 -4.30452
H -1.22139 1.25235 -3.99294
H 0.52231 1.06626 -3.79895
H 0.19550 2.26589 -2.05158
H -2.34359 2.44505 -2.24654
H -1.51453 2.66255 -0.70196
H -2.80280 0.08476 -1.68263
H -3.41199 1.11953 -0.41321
H -2.02876 -0.83522 0.31251
H -1.41592 0.58286 0.85698
Cl 0.79161 1.60267 1.49623
C 1.33793 0.30547 2.59453
C 1.42444 0.58966 3.93750
C 1.85077 -0.41633 4.79400
C 2.17569 -1.66038 4.25223
C 2.08350 -1.90004 2.90033
Cl 2.50874 -3.48124 2.30780
C 1.65546 -0.92604 1.93104
N 1.55502 -1.13329 0.63508
H 1.16549 1.57351 4.30652
H 1.93025 -0.23957 5.85720
H 2.50678 -2.46545 4.89550
*
```

Calculated values
<S²> = 3.7689
HOMO-LUMO gap (alpha / beta) = 0.193 / 0.207 hartree



# 3
The ion C10H16ClN4 with charge +1 at a distorted geometry. Source: OMol25; level of theory: ωB97M-V with the def2-TZVPD basis set.

```
! wB97M-V def2-TZVPD RIJCOSX def2/J DEFGRID3
* xyz 1 1
C -2.12464 0.57723 0.68097
C 0.46040 -0.17670 1.26609
C -0.57719 0.31449 3.29170
C -0.93472 -2.39021 -1.00999
C -1.67336 -1.04474 -1.06274
C 0.57277 -2.07221 -0.99718
C -0.63878 -0.05750 -1.60496
C 0.72711 -0.54596 -1.09544
C 1.32389 2.54774 -0.25398
C 2.01895 1.23130 0.08701
N -1.98370 1.65128 1.06536
N -2.10133 -0.67769 0.28495
N 1.08704 0.11530 0.16976
N 0.44174 0.53822 2.39854
Cl -0.56250 1.42667 4.51960
H -0.18361 -1.04877 1.28461
H -1.23368 -2.96376 -0.13377
H -1.19203 -2.97910 -1.88757
H -2.54980 -1.09166 -1.71898
H -2.83571 -1.26089 0.66529
H 1.06915 -2.46116 -0.11137
H 1.05079 -2.52668 -1.86219
H -0.64595 -0.10516 -2.69302
H -0.86194 0.96657 -1.30932
H 1.51343 -0.28048 -1.80228
H 1.99974 3.37507 -0.05097
H 1.05463 2.58737 -1.30703
H 0.42048 2.68498 0.33862
H 2.75975 0.99397 -0.67962
H 2.55216 1.31278 1.03702
H 1.04692 1.35969 2.49090
*
```

Calculated values
Energy above the lowest of the compared OMol25 structures with the same formula, charge and spin = 0.0 kcal/mol
HOMO-LUMO gap = 0.319 hartree



# 4
A cluster of 5 separate species, C10H16F2NO10 in total at a distorted geometry. Source: OMol25; level of theory: ωB97M-V with the def2-TZVPD basis set.

```
! wB97M-V def2-TZVPD RIJCOSX def2/J DEFGRID3
* xyz -1 1
N 1.28165 -1.32759 1.43904
H 1.36006 -1.61580 0.45346
H 1.00696 -2.05766 2.08742
H 0.63891 -0.46430 1.46860
H 2.14862 -0.92800 1.83279
C 4.37101 0.60002 -1.37956
C 3.21840 0.32122 -0.41406
O 3.27511 0.73761 0.74553
O 2.27488 -0.37987 -0.88158
H 5.05527 -0.24034 -1.19909
H 4.93713 1.48511 -1.09077
H 4.04610 0.60524 -2.41255
C -0.17457 1.51956 4.36750
C -0.21003 1.82663 2.87395
O -0.19229 3.00712 2.52423
O -0.24151 0.81079 2.08700
H -1.17627 1.21483 4.68427
H 0.12495 2.41022 4.92093
H 0.53787 0.74265 4.65591
C -2.96872 -1.09577 -0.09268
C -3.74676 -2.42055 0.01650
O -2.76413 -3.41475 0.06214
C -1.54514 -2.83719 0.24668
O -0.56617 -3.43779 0.48280
O -1.59338 -1.52085 0.08124
F -4.39793 -2.62176 -1.17161
H -3.08694 -0.41092 0.74775
H -3.25734 -0.56947 -0.99650
H -4.51111 -2.47053 0.78475
C 0.54231 1.22850 -2.98794
C -0.31257 1.30451 -1.72246
O -1.57754 0.97334 -2.22415
C -1.60351 1.15330 -3.56736
O -2.54286 0.93982 -4.21708
O -0.40417 1.50935 -4.01836
F -0.33451 2.66042 -1.28591
H 0.86555 0.17801 -3.02506
H 1.43096 1.83787 -2.99735
H 0.09174 0.74700 -0.87839
*
```

Calculated values
Energy above the lowest of the compared OMol25 structures with the same formula, charge and spin = 0.0 kcal/mol
HOMO-LUMO gap = 0.283 hartree



# 5
A cluster of 2 separate species, C10H16N in total at a distorted geometry. Source: OMol25; level of theory: ωB97M-V with the def2-TZVPD basis set.

```
! wB97M-V def2-TZVPD RIJCOSX def2/J DEFGRID3
* xyz 1 1
C -2.24492 -0.34615 -1.96225
C -2.32814 0.77005 -1.09238
C -1.33311 -1.27766 -1.82472
C -1.25270 0.88099 -0.06675
C 2.50441 -0.25848 -1.87318
C 1.48609 0.36044 -2.09526
C -0.43467 -1.37852 -0.50614
C -0.44282 -0.11258 0.16103
C 1.23955 1.44064 1.24034
C 0.75439 -0.83260 2.20748
N 0.76501 0.06823 1.01517
H -2.83152 -0.30564 -2.84339
H -3.23833 0.72113 -0.59395
H -1.11553 -2.08727 -2.46914
H -1.15722 1.77828 0.40004
H 3.51873 -0.63793 -1.77092
H -2.31323 1.73580 -1.62459
H 0.55849 0.89021 -1.99204
H -0.78290 -2.27561 0.08122
H 0.58026 -1.70804 -0.70665
H 2.25037 1.13185 1.61668
H 1.26929 1.99090 0.20913
H 0.71546 2.02879 1.99889
H 1.78412 -0.99453 2.62057
H 0.35228 -0.27957 3.01176
H 0.41334 -1.82417 2.08674
H 1.51651 -0.38335 0.43082
*
```

Calculated values
Energy above the lowest of the compared OMol25 structures with the same formula, charge and spin = 106.3 kcal/mol
HOMO-LUMO gap = 0.370 hartree



# 6
The molecule C10H16N2 at a distorted geometry. Source: OMol25; level of theory: ωB97M-V with the def2-TZVPD basis set.

```
! wB97M-V def2-TZVPD RIJCOSX def2/J DEFGRID3
* xyz 0 1
C -0.37972 -0.66176 3.87143
C 1.31240 -0.88483 2.06688
C 1.35683 -0.90737 0.45271
C -0.16274 -0.67535 0.07363
C -0.71005 -0.03565 1.33601
C -0.33109 0.15977 -1.23962
C -1.22876 1.17447 -1.18302
C -0.93972 1.88181 -3.25159
C 0.32949 1.01633 -3.35097
C 0.13267 -0.32535 -2.64438
H -0.14782 -1.65605 4.54522
H 0.13407 0.39374 4.28928
H -1.44679 -0.61814 3.94083
H 1.90022 -1.75260 2.51568
H 1.86791 -0.03854 2.55805
H 1.96313 -0.18605 -0.02221
H 1.77798 -1.86406 0.08181
H -0.64344 -1.62265 0.05465
H -0.45131 1.13413 1.31476
H -1.75681 -0.19681 1.38844
H -1.43561 1.46754 -0.18397
H -1.47476 2.32902 -4.17434
H 1.16663 1.63599 -2.88339
H 0.61706 1.03971 -4.45653
H 0.99814 -1.03070 -2.45911
H -0.68204 -1.02319 -2.78856
N -0.04182 -0.83888 2.37138
N -1.72406 2.08545 -2.22307
*
```

Calculated values
Energy above the lowest of the compared OMol25 structures with the same formula, charge and spin = 71.1 kcal/mol
HOMO-LUMO gap = 0.338 hartree
SMILES = CN1CC[C@H](C2=CN=CCC2)C1



Please write out number 4 again, unchanged.
A cluster of 5 separate species, C10H16F2NO10 in total at a distorted geometry. Source: OMol25; level of theory: ωB97M-V with the def2-TZVPD basis set.

```
! wB97M-V def2-TZVPD RIJCOSX def2/J DEFGRID3
* xyz -1 1
N 1.28165 -1.32759 1.43904
H 1.36006 -1.61580 0.45346
H 1.00696 -2.05766 2.08742
H 0.63891 -0.46430 1.46860
H 2.14862 -0.92800 1.83279
C 4.37101 0.60002 -1.37956
C 3.21840 0.32122 -0.41406
O 3.27511 0.73761 0.74553
O 2.27488 -0.37987 -0.88158
H 5.05527 -0.24034 -1.19909
H 4.93713 1.48511 -1.09077
H 4.04610 0.60524 -2.41255
C -0.17457 1.51956 4.36750
C -0.21003 1.82663 2.87395
O -0.19229 3.00712 2.52423
O -0.24151 0.81079 2.08700
H -1.17627 1.21483 4.68427
H 0.12495 2.41022 4.92093
H 0.53787 0.74265 4.65591
C -2.96872 -1.09577 -0.09268
C -3.74676 -2.42055 0.01650
O -2.76413 -3.41475 0.06214
C -1.54514 -2.83719 0.24668
O -0.56617 -3.43779 0.48280
O -1.59338 -1.52085 0.08124
F -4.39793 -2.62176 -1.17161
H -3.08694 -0.41092 0.74775
H -3.25734 -0.56947 -0.99650
H -4.51111 -2.47053 0.78475
C 0.54231 1.22850 -2.98794
C -0.31257 1.30451 -1.72246
O -1.57754 0.97334 -2.22415
C -1.60351 1.15330 -3.56736
O -2.54286 0.93982 -4.21708
O -0.40417 1.50935 -4.01836
F -0.33451 2.66042 -1.28591
H 0.86555 0.17801 -3.02506
H 1.43096 1.83787 -2.99735
H 0.09174 0.74700 -0.87839
*
```

Calculated values
Energy above the lowest of the compared OMol25 structures with the same formula, charge and spin = 0.0 kcal/mol
HOMO-LUMO gap = 0.283 hartree



Repeat the second record exactly.
A structure of composition C10H16Cl2N4V. Source: OMol25; level of theory: ωB97M-V with the def2-TZVPD basis set.

```
! wB97M-V def2-TZVPD RIJCOSX def2/J DEFGRID3
* xyz 0 4
V 0.62020 -0.03281 -0.58454
N 0.41977 -1.28376 -2.42238
C -0.60676 -0.67502 -3.27813
C -0.44185 0.84117 -3.33830
N -0.44678 1.48531 -2.01957
C -1.73329 1.93841 -1.48970
C -2.49326 0.76550 -0.89017
N -1.60188 0.03527 0.01994
H 1.31214 -1.35520 -2.89951
H 0.16801 -2.22015 -2.12650
H -1.57466 -0.93641 -2.85627
H -0.58615 -1.05534 -4.30452
H -1.22139 1.25235 -3.99294
H 0.52231 1.06626 -3.79895
H 0.19550 2.26589 -2.05158
H -2.34359 2.44505 -2.24654
H -1.51453 2.66255 -0.70196
H -2.80280 0.08476 -1.68263
H -3.41199 1.11953 -0.41321
H -2.02876 -0.83522 0.31251
H -1.41592 0.58286 0.85698
Cl 0.79161 1.60267 1.49623
C 1.33793 0.30547 2.59453
C 1.42444 0.58966 3.93750
C 1.85077 -0.41633 4.79400
C 2.17569 -1.66038 4.25223
C 2.08350 -1.90004 2.90033
Cl 2.50874 -3.48124 2.30780
C 1.65546 -0.92604 1.93104
N 1.55502 -1.13329 0.63508
H 1.16549 1.57351 4.30652
H 1.93025 -0.23957 5.85720
H 2.50678 -2.46545 4.89550
*
```

Calculated values
<S²> = 3.7689
HOMO-LUMO gap (alpha / beta) = 0.193 / 0.207 hartree